(1)
152
Properties=species:S:1:pos:R:3:mulliken_charge:R:1 method="wB97M-V/def2-TZVPD" homo_lumo_gap_ev="8.0317 / 8.0259" spin_multiplicity=4 e_lumo_ev="0.2557 / 0.2499" e_homo_ev="-7.78 / -7.78" s_squared=3.76
Co -0.504 -0.357 1.612 2.20
C 1.635 0.048 4.967 0.46
F 0.774 1.065 4.765 -0.18
F 2.813 0.419 4.511 -0.19
F 1.753 -0.131 6.293 -0.23
S 1.098 -1.573 4.050 0.70
O 2.080 -1.688 2.984 -0.57
O 1.232 -2.626 5.039 -0.45
N -0.489 -1.191 3.371 -0.38
S -1.590 -2.038 4.090 0.29
O -2.826 -1.842 3.420 -0.63
O -1.387 -3.468 4.303 -0.46
C -1.841 -1.174 5.798 0.41
F -2.970 -1.698 6.352 -0.19
F -0.819 -1.447 6.627 -0.19
F -1.894 0.086 5.531 -0.13
N 0.874 1.784 0.914 0.95
O 0.109 1.206 0.137 -0.60
O 1.369 2.869 0.721 -0.75
O 1.046 1.145 1.958 -0.87
C -1.850 2.211 3.043 -1.19
O -1.827 1.127 2.080 0.75
C -3.192 0.849 1.561 -1.09
C -3.059 -0.047 0.275 0.20
N -2.126 -1.125 0.577 1.85
C -1.609 -1.650 -0.651 -1.22
C -0.357 -2.467 -0.467 -0.46
O 0.495 -1.674 0.358 0.28
C 1.911 -1.605 0.069 -1.13
H -0.878 2.349 3.516 0.28
H -2.604 2.046 3.813 0.37
H -1.950 3.219 2.642 0.30
H -3.606 1.788 1.194 0.57
H -3.807 0.380 2.329 0.37
H -2.660 0.535 -0.556 0.54
H -3.999 -0.320 -0.205 -0.68
H -2.690 -1.901 0.893 -1.25
H -1.396 -0.795 -1.293 0.56
H -2.395 -2.128 -1.237 0.45
H 0.085 -2.667 -1.443 0.72
H -0.650 -3.385 0.042 -0.04
H 2.394 -0.785 0.601 0.24
H 1.952 -1.427 -1.005 0.51
H 2.416 -2.566 0.168 0.12
C -5.527 -5.210 4.257 -0.90
O -4.623 -4.589 3.400 -0.12
C -4.240 -5.411 2.339 -1.11
C -3.428 -4.536 1.383 0.10
N -4.076 -3.225 1.020 -0.11
C -5.362 -3.527 0.300 -0.85
C -5.897 -2.228 -0.281 -0.59
O -5.231 -1.846 -1.500 -0.32
C -5.876 -0.742 -2.136 -0.89
H -5.071 -5.995 4.860 0.31
H -6.351 -5.616 3.671 0.33
H -5.869 -4.435 4.942 0.23
H -5.102 -5.896 1.883 0.51
H -3.613 -6.223 2.708 0.52
H -3.057 -5.087 0.519 0.57
H -2.492 -4.201 1.830 -0.60
H -4.491 -2.902 1.882 0.21
H -6.129 -3.953 0.948 0.29
H -5.206 -4.149 -0.581 0.43
H -5.997 -1.390 0.409 0.26
H -6.810 -2.534 -0.792 0.55
H -6.935 -0.789 -2.390 0.36
H -5.305 -0.519 -3.037 0.29
H -5.933 0.137 -1.495 0.32
C 1.261 2.805 -2.785 -0.34
O 1.951 2.521 -4.025 -0.39
C 2.191 3.678 -4.849 -0.33
C 2.937 3.381 -6.156 -0.61
N 3.005 4.512 -7.121 -0.33
C 3.973 4.226 -8.212 -0.60
C 4.222 5.523 -9.066 -0.61
O 5.399 6.197 -8.600 -0.31
C 5.911 7.183 -9.483 -0.70
H 1.857 3.497 -2.189 0.23
H 1.233 1.853 -2.255 0.05
H 0.266 3.248 -2.841 0.29
H 2.650 4.572 -4.428 0.13
H 1.186 3.987 -5.136 0.35
H 2.445 2.597 -6.732 0.28
H 3.981 3.085 -6.053 0.31
H 3.205 5.354 -6.600 0.26
H 3.505 3.544 -8.922 0.31
H 4.905 3.730 -7.943 0.36
H 3.467 6.308 -9.048 0.36
H 4.400 5.224 -10.099 0.41
H 6.330 6.732 -10.383 0.28
H 6.660 7.769 -8.952 0.24
H 5.107 7.850 -9.794 0.30
C 2.345 7.357 -1.899 -2.06
C 1.135 7.664 -1.052 1.45
C 0.184 8.369 -2.015 -1.10
C -1.265 8.653 -1.407 -0.84
C -1.857 7.397 -0.976 -1.15
C -0.899 6.529 -0.013 2.05
N 0.472 6.467 -0.582 0.67
O 1.310 5.762 0.358 -0.47
C -1.035 7.018 1.415 -1.82
C -1.441 5.115 0.009 -2.36
C 1.650 8.616 0.022 -1.63
H 3.067 6.799 -1.303 0.43
H 2.775 8.298 -2.243 0.49
H 2.143 6.722 -2.762 0.27
H 0.562 9.378 -2.180 0.44
H -0.061 7.846 -2.940 0.35
H -1.951 9.189 -2.063 0.43
H -1.171 9.375 -0.596 0.35
H -2.297 6.730 -1.717 0.41
H -2.740 7.659 -0.392 0.39
H -2.022 6.756 1.796 0.50
H -0.360 6.626 2.176 0.24
H -0.995 8.099 1.281 0.46
H -0.957 4.482 0.753 0.18
H -2.520 5.033 0.138 0.61
H -1.263 4.592 -0.931 0.31
H 0.791 9.001 0.571 0.37
H 2.306 9.458 -0.199 0.43
H 2.159 8.067 0.814 0.32
H 1.450 4.877 0.012 0.34
C 3.018 -10.007 2.022 -2.03
C 3.244 -8.522 2.068 1.64
C 3.192 -8.090 0.531 -1.38
C 3.017 -6.635 0.212 -1.11
C 1.666 -6.210 0.799 -0.66
C 1.477 -6.503 2.278 2.50
N 2.061 -7.865 2.643 0.49
O 1.808 -8.299 3.966 -0.49
C 2.109 -5.415 3.107 -1.55
C -0.061 -6.456 2.409 -2.06
C 4.530 -8.114 2.737 -1.75
H 2.196 -10.451 1.462 0.37
H 2.866 -10.433 3.013 0.43
H 3.868 -10.526 1.578 0.44
H 4.165 -8.307 0.091 0.49
H 2.481 -8.693 -0.033 0.34
H 2.923 -6.507 -0.866 0.51
H 3.793 -5.961 0.576 0.36
H 0.851 -6.359 0.091 0.62
H 1.851 -5.142 0.686 -0.37
H 1.959 -5.601 4.170 0.50
H 3.173 -5.216 2.978 0.31
H 1.594 -4.475 2.904 0.05
H -0.602 -7.385 2.224 0.38
H -0.339 -6.257 3.444 0.55
H -0.477 -5.647 1.810 -0.03
H 4.860 -7.118 2.441 0.30
H 5.352 -8.825 2.652 0.42
H 4.449 -8.007 3.818 0.36
H 0.971 -8.766 3.898 0.34

(2)
166
Properties=species:S:1:pos:R:3:mulliken_charge:R:1 method="wB97M-V/def2-TZVPD" homo_lumo_gap_ev=7.3082 spin_multiplicity=1 e_lumo_ev=-4.2450 e_homo_ev=-11.55 charge=+1
C 5.951 -6.768 -0.217 -0.92
C 6.275 -5.272 -0.162 -0.21
N 6.350 -4.658 -1.481 -0.43
O 5.280 -3.680 -1.593 -0.13
C 4.493 -3.870 -2.670 -0.31
O 4.856 -3.905 -3.800 -0.44
C 3.055 -4.083 -2.264 1.16
C 2.381 -3.195 -1.405 0.15
S 3.171 -1.754 -0.761 1.50
O 3.751 -2.037 0.500 -0.64
O 3.896 -1.126 -1.802 -0.62
F 1.883 -0.940 -0.496 -0.13
C 1.081 -3.418 -1.057 -0.70
N 0.411 -4.492 -1.526 0.72
C -1.002 -4.705 -1.134 -1.26
I -0.932 -5.666 0.806 0.12
C -1.846 -3.437 -1.153 -0.26
C -3.124 -3.535 -0.323 -1.89
C 1.024 -5.387 -2.327 0.05
N 0.297 -6.437 -2.791 0.05
C 0.483 -7.652 -2.428 0.94
C 1.366 -8.089 -1.310 -1.22
C -0.293 -8.687 -3.169 -1.34
C 2.365 -5.188 -2.736 -0.49
N 2.985 -6.084 -3.622 -0.15
H 6.840 -7.371 -0.361 0.33
H 5.276 -6.965 -1.053 0.09
H 5.433 -7.092 0.679 0.36
H 7.222 -5.141 0.350 0.34
H 5.505 -4.790 0.431 0.19
H 6.254 -5.347 -2.219 0.29
H 0.576 -2.744 -0.395 0.99
H -1.454 -5.433 -1.790 0.29
H -2.167 -3.270 -2.179 0.26
H -1.302 -2.571 -0.798 0.60
H -2.951 -3.265 0.712 0.56
H -3.590 -4.511 -0.401 0.52
H -3.844 -2.825 -0.715 0.35
H 2.316 -7.566 -1.276 0.11
H 1.586 -9.143 -1.430 0.53
H 0.843 -7.997 -0.362 0.18
H -0.360 -8.435 -4.220 0.22
H 0.140 -9.666 -3.012 0.53
H -1.287 -8.727 -2.723 0.22
H 3.729 -6.586 -3.153 0.07
H 2.325 -6.754 -3.998 0.44
O -2.322 1.003 3.632 -0.59
S -1.565 2.096 3.094 1.23
O -1.621 2.390 1.696 -0.59
O -0.049 1.920 3.525 -0.27
C 0.583 0.659 3.222 -0.69
C 0.949 0.544 1.756 -0.53
C -1.894 3.560 4.009 -1.06
H -0.061 -0.163 3.542 0.35
H 1.474 0.630 3.845 0.34
H 0.058 0.493 1.130 0.32
H 1.541 -0.350 1.604 0.24
H 1.521 1.417 1.442 0.17
H -1.812 3.340 5.070 0.31
H -2.907 3.869 3.760 0.37
H -1.182 4.325 3.711 0.39
O -3.193 0.289 9.554 -0.65
S -4.519 0.471 9.042 1.22
O -5.397 -0.654 8.931 -0.63
O -4.418 1.195 7.632 -0.28
C -3.544 0.609 6.641 0.01
C -4.151 -0.610 5.980 -1.13
C -5.326 1.772 9.897 -0.79
H -2.578 0.379 7.093 0.34
H -3.382 1.388 5.901 -0.06
H -4.247 -1.435 6.685 0.40
H -3.517 -0.929 5.154 0.35
H -5.147 -0.383 5.601 0.31
H -4.662 2.632 9.939 0.18
H -5.549 1.417 10.900 0.38
H -6.247 2.016 9.375 0.33
O -0.518 7.749 1.952 -0.61
S -1.715 8.440 1.567 1.26
O -2.862 8.418 2.418 -0.62
O -2.131 7.976 0.111 -0.27
C -2.296 6.559 -0.140 -0.23
C -3.610 6.028 0.395 -1.05
C -1.323 10.105 1.161 -0.98
H -1.445 6.011 0.267 0.27
H -2.258 6.460 -1.223 0.27
H -3.630 6.048 1.483 0.24
H -3.756 4.999 0.069 0.39
H -4.443 6.636 0.042 0.31
H -0.471 10.112 0.487 0.31
H -1.078 10.608 2.093 0.38
H -2.192 10.564 0.700 0.33
O 1.900 3.933 -0.433 -0.56
S 2.685 4.987 -1.001 1.13
O 2.611 5.260 -2.405 -0.57
O 4.199 4.771 -0.592 -0.32
C 4.803 3.477 -0.840 -0.14
C 5.138 3.254 -2.297 -1.08
C 2.415 6.469 -0.100 -0.96
H 4.151 2.690 -0.458 0.12
H 5.703 3.477 -0.230 0.30
H 4.238 3.169 -2.906 0.30
H 5.714 2.336 -2.412 0.47
H 5.719 4.089 -2.688 0.26
H 2.504 6.254 0.961 0.34
H 1.409 6.814 -0.330 0.30
H 3.145 7.211 -0.411 0.40
O 1.014 -5.562 -8.192 -0.69
S 0.565 -5.223 -6.882 1.20
O -0.027 -6.232 -6.043 -0.52
O -0.404 -3.982 -6.935 -0.29
C -1.586 -3.990 -7.768 -0.45
C -2.620 -4.882 -7.120 -0.84
C 1.820 -4.447 -5.940 -0.85
H -1.365 -4.292 -8.792 0.34
H -1.909 -2.953 -7.800 0.29
H -2.321 -5.929 -7.155 0.33
H -3.588 -4.786 -7.610 0.48
H -2.699 -4.594 -6.075 0.05
H 2.285 -3.649 -6.512 0.52
H 2.542 -5.221 -5.714 0.31
H 1.364 -4.063 -5.032 0.08
O -3.658 5.083 10.981 -0.61
S -2.907 6.188 10.462 1.23
O -2.992 6.520 9.074 -0.60
O -1.387 5.997 10.867 -0.27
C -0.760 4.736 10.531 -0.37
C -0.391 4.639 9.065 -0.94
C -3.220 7.623 11.425 -1.01
H -1.411 3.915 10.835 0.34
H 0.131 4.693 11.153 0.26
H -1.279 4.600 8.435 0.25
H 0.193 3.735 8.894 0.39
H 0.193 5.506 8.759 0.29
H -3.121 7.369 12.476 0.33
H -4.237 7.938 11.202 0.37
H -2.512 8.395 11.138 0.33
O 6.390 5.154 -5.520 -0.67
S 5.068 5.329 -6.044 1.27
O 4.132 4.249 -6.007 -0.61
O 5.181 5.878 -7.529 -0.28
C 6.014 5.142 -8.454 -0.37
C 5.346 3.883 -8.966 -0.97
C 4.329 6.750 -5.323 -0.76
H 6.973 4.924 -7.983 0.33
H 6.201 5.834 -9.272 0.28
H 5.224 3.147 -8.173 0.29
H 5.953 3.440 -9.756 0.39
H 4.357 4.108 -9.362 0.26
H 5.029 7.578 -5.384 0.33
H 4.113 6.498 -4.286 0.18
H 3.409 6.971 -5.856 0.33
O -3.652 -5.511 -1.110 -0.52
S -4.055 -5.018 -2.397 1.15
O -3.925 -3.621 -2.686 -0.64
O -5.523 -5.495 -2.699 -0.31
C -6.553 -5.215 -1.709 -0.27
C -7.016 -3.775 -1.742 -0.95
C -3.238 -5.938 -3.645 -1.11
H -6.190 -5.501 -0.722 0.31
H -7.369 -5.887 -1.964 0.36
H -6.231 -3.095 -1.413 0.24
H -7.874 -3.652 -1.083 0.41
H -7.300 -3.487 -2.754 0.27
H -3.351 -6.997 -3.428 0.36
H -2.187 -5.655 -3.618 0.25
H -3.664 -5.697 -4.612 0.50